Computed, not measured: 4 unconnected molecules or ions with the total composition C40H84ClN6O5 at a distorted geometry, with ωB97M-V with the def2-TZVPD basis set.

Calculated values
Max |F|: 1.6 eV/Å
Energy: -2739.0413 hartree
LUMO level: -4.2 eV
Charge: +1
Highest occupied orbital energy: -10.5127 eV

Last column: Mulliken charge in e.
CARTESIAN COORDINATES (ANGSTROEM)
C 12.263326 -2.183418 1.022856  -1.098
C 12.033067 -1.971116 -0.489579  -0.520
C 12.283477 -0.522477 -0.940042  -0.940
C 11.016194 0.347744 -0.864014  -0.538
C 10.270893 0.465334 -2.196078  -0.838
C 9.321000 1.673019 -2.228568  -0.953
C 7.907153 1.327146 -1.721236  -0.563
C 7.297516 2.429276 -0.857576  -0.627
C 5.980438 1.976493 -0.204170  -0.950
C 4.931903 3.090576 -0.036345  -0.766
C 3.503150 2.654136 -0.419307  -0.651
C 2.503791 3.074475 0.672816  -0.825
C 1.105187 2.588141 0.444266  -0.060
C 0.605213 2.318387 -0.828206  -0.048
C -0.699638 1.857486 -0.988716  0.851
C -1.294688 1.544443 -2.329500  -0.655
C -0.321814 1.294142 -3.500234  -0.970
C -0.561395 -0.098020 -4.122103  -0.303
C 0.617025 -0.565832 -5.002400  -0.993
C 1.317734 -1.825783 -4.484498  -0.199
O 1.449498 -2.743753 -5.539111  -0.333
C 2.473684 -3.696054 -5.370868  -0.669
C -1.456886 1.702477 0.212341  0.298
C -2.875125 1.223232 0.214931  -0.735
C -3.064356 -0.058284 1.077661  -0.410
N -3.506172 -1.186038 0.240344  0.519
C -2.590646 -2.342490 0.214649  -0.762
C -2.660467 -3.105620 -1.113923  -1.253
C -4.865968 -1.457249 0.419095  0.476
C -5.354775 -2.854577 0.608670  -1.183
O -5.639491 -0.536298 0.395214  -0.619
N -0.972840 1.975478 1.391852  -0.845
N 0.285319 2.407530 1.471807  0.502
Cl 0.733199 2.800214 3.050310  0.009
H 11.375184 -2.587512 1.501619  0.275
H 13.085451 -2.872413 1.190677  0.320
H 12.506853 -1.250609 1.526693  0.326
H 11.007347 -2.249157 -0.725062  0.301
H 12.706610 -2.626267 -1.036088  0.375
H 12.702145 -0.495181 -1.942936  0.387
H 13.008516 -0.090154 -0.252377  0.397
H 10.343022 -0.096593 -0.128530  0.223
H 11.287101 1.341771 -0.511292  0.464
H 10.967268 0.490592 -3.031128  0.526
H 9.657638 -0.429479 -2.319826  0.311
H 9.281712 2.128437 -3.215696  0.424
H 9.711054 2.436409 -1.554348  0.459
H 7.991673 0.426865 -1.109769  0.377
H 7.244171 1.108419 -2.558469  0.327
H 8.027956 2.661443 -0.084665  0.357
H 7.108151 3.310146 -1.468901  0.255
H 6.188090 1.510828 0.757267  0.276
H 5.560697 1.195728 -0.840871  0.458
H 4.937911 3.460482 0.988147  0.466
H 5.216881 3.931114 -0.664914  0.449
H 3.459442 1.568409 -0.492997  0.404
H 3.248176 3.107281 -1.373047  0.265
H 2.882794 2.677098 1.608507  0.687
H 2.476860 4.165208 0.704761  0.157
H 1.237665 2.480639 -1.680751  0.455
H -1.884084 0.636538 -2.204746  0.184
H -2.016239 2.326162 -2.569613  0.487
H -0.524242 2.039491 -4.264658  0.194
H 0.722042 1.327834 -3.207667  0.374
H -0.685083 -0.793817 -3.291761  0.098
H -1.482963 -0.061472 -4.696349  0.389
H 1.342157 0.240323 -5.075250  0.390
H 0.237832 -0.803566 -5.991239  0.394
H 0.772110 -2.266992 -3.642524  0.201
H 2.310152 -1.559704 -4.103189  0.273
H 2.117986 -4.587094 -4.849171  0.257
H 2.813285 -4.002556 -6.356022  0.246
H 3.326806 -3.288599 -4.825715  0.309
H -3.195892 0.956761 -0.779559  0.428
H -3.503657 2.015519 0.611866  0.362
H -3.830988 0.153493 1.816471  -0.494
H -2.150058 -0.327351 1.596210  0.813
H -1.584472 -1.943239 0.322645  0.585
H -2.740369 -3.010461 1.060191  0.513
H -1.662148 -3.266016 -1.513031  0.360
H -3.117200 -4.085269 -1.001635  0.014
H -3.232697 -2.527216 -1.833735  0.428
H -6.298078 -2.799905 1.144994  0.512
H -5.551769 -3.354877 -0.336923  0.268
H -4.690732 -3.479360 1.196416  0.165
C -7.197357 -0.242995 5.120912  -1.638
C -6.857326 0.152180 3.686691  0.981
C -6.998458 1.654450 3.404717  -0.465
O -8.324332 2.112176 3.259435  -0.447
C -9.017627 2.372910 4.465757  -0.646
N -7.645328 -0.663629 2.762460  -0.644
H -8.273450 -0.272186 5.286860  0.313
H -6.812988 -1.240197 5.334177  0.404
H -6.756915 0.449651 5.841176  0.344
H -5.801196 -0.092949 3.521557  -0.097
H -6.516181 1.860169 2.444447  0.077
H -6.473474 2.247438 4.167946  0.482
H -8.346765 2.768580 5.234225  0.299
H -9.517372 1.479296 4.846491  0.227
H -9.780110 3.119744 4.249031  0.279
H -7.333978 -0.471065 1.813427  0.240
H -8.603104 -0.324305 2.789865  0.321
C -1.244117 8.015619 1.699589  -1.479
C -0.633444 6.626692 1.846206  0.268
C -0.779923 5.739381 0.599897  0.183
O -2.054100 5.166983 0.400190  -0.151
C -3.012296 6.014810 -0.217212  -0.873
N -1.177775 5.993032 3.051029  -0.661
H -2.328939 7.993215 1.799269  0.313
H -0.863216 8.671572 2.480326  0.371
H -0.995802 8.460424 0.734295  0.339
H 0.443745 6.754686 1.997006  0.402
H -0.103944 4.882833 0.723345  -0.544
H -0.455275 6.276190 -0.302056  0.535
H -2.544164 6.672250 -0.954556  0.358
H -3.547386 6.616892 0.518823  0.279
H -3.734974 5.377040 -0.723700  0.276
H -0.713172 5.101560 3.182332  0.127
H -2.143675 5.737840 2.861417  0.368
C -6.514678 -8.919205 1.060507  -1.424
C -5.642088 -7.957276 1.860663  0.249
C -5.603087 -6.532500 1.292128  -0.637
O -4.796975 -6.369622 0.137480  -0.290
C -5.411069 -6.751257 -1.081405  -0.810
N -4.305522 -8.538812 2.007598  -0.717
H -6.019239 -9.255124 0.149982  0.293
H -6.729079 -9.806293 1.654438  0.355
H -7.465788 -8.459052 0.786049  0.341
H -6.077099 -7.876183 2.861021  0.426
H -5.156392 -5.881634 2.049635  0.324
H -6.617344 -6.154844 1.104922  0.450
H -6.482179 -6.530389 -1.075702  0.372
H -5.260598 -7.811081 -1.294968  0.252
H -4.939157 -6.178725 -1.880524  0.266
H -3.751663 -7.966622 2.638172  0.277
H -3.830265 -8.466517 1.112265  0.313

Force components x, y, z for each atom (eV/Å):
C -0.19 0.04 -0.27
C 0.32 0.24 0.20
C -0.46 -0.12 0.53
C 0.29 -0.18 -0.34
C -0.39 0.10 0.13
C -0.20 -0.11 0.32
C 0.41 0.24 0.08
C -0.22 -0.53 0.10
C 0.01 0.18 -0.35
C 0.05 -0.18 -0.09
C 0.01 0.15 0.62
C 0.16 -0.13 -0.67
C 0.72 0.21 -0.09
C -1.31 -0.46 0.05
C 1.04 0.48 0.09
C 0.35 -0.34 0.07
C -0.69 -0.35 -0.13
C 0.54 0.42 0.22
C -0.60 -0.23 0.34
C 0.21 0.17 0.05
O 0.10 0.19 -0.18
C 0.00 -0.27 -0.03
C -0.40 0.02 -0.50
C 0.28 -0.43 0.50
C -0.40 0.34 -0.73
N 0.37 -0.92 1.22
C 0.26 0.25 -0.46
C 0.01 -0.09 0.24
C 0.29 -0.25 -0.67
C -0.22 -0.47 0.23
O -0.68 1.05 0.28
N 0.65 0.23 0.34
N -1.00 -0.33 -0.31
Cl 0.17 -0.01 0.23
H -0.01 -0.11 0.13
H 0.06 -0.07 0.13
H 0.02 0.10 0.05
H -0.04 -0.13 -0.27
H -0.10 -0.18 -0.12
H 0.05 0.08 -0.12
H 0.31 0.00 -0.15
H -0.05 0.17 0.24
H -0.04 0.14 0.00
H 0.16 0.11 -0.01
H 0.11 -0.18 -0.26
H -0.06 -0.03 -0.13
H 0.20 0.14 -0.07
H -0.15 -0.15 0.02
H -0.08 -0.16 -0.04
H 0.02 0.38 0.03
H 0.16 0.20 0.00
H -0.01 -0.12 0.07
H -0.09 -0.07 -0.04
H 0.05 0.06 0.10
H 0.00 0.15 -0.01
H 0.00 -0.09 -0.26
H -0.12 -0.16 -0.18
H -0.09 0.19 0.25
H -0.02 0.11 0.36
H 0.16 0.02 -0.03
H -0.17 -0.02 0.05
H -0.07 0.12 0.04
H 0.42 0.21 -0.07
H 0.13 0.25 0.09
H -0.19 -0.20 -0.04
H -0.18 -0.17 0.04
H 0.07 0.08 -0.29
H 0.17 0.06 -0.20
H -0.14 -0.11 0.00
H 0.10 -0.06 0.04
H -0.06 -0.01 0.15
H -0.03 0.01 -0.11
H 0.05 0.11 0.05
H -0.21 0.25 -0.15
H -0.07 0.16 -0.11
H 0.00 -0.03 0.14
H 0.12 -0.03 0.04
H 0.05 0.13 0.04
H -0.05 -0.05 0.14
H 0.08 -0.01 -0.09
H -0.15 -0.05 0.01
H -0.04 0.01 -0.15
H -0.12 0.16 -0.03
H 0.15 0.00 -0.15
H 0.18 -0.10 -0.09
C 0.12 -0.02 0.06
C -0.24 -0.06 0.12
C 0.20 0.03 -0.11
O -0.03 0.02 0.06
C -0.07 0.01 -0.09
N 0.06 0.15 -0.17
H -0.02 0.04 -0.03
H -0.03 -0.02 -0.03
H -0.02 0.01 0.00
H 0.03 0.06 -0.04
H -0.05 -0.01 -0.03
H -0.03 -0.05 0.06
H 0.01 -0.02 0.02
H 0.05 0.00 0.07
H 0.02 0.01 -0.02
H 0.07 -0.11 0.00
H -0.03 -0.09 0.09
C 0.07 0.06 -0.07
C -0.27 0.07 0.05
C 0.23 -0.04 0.03
O -0.01 -0.09 -0.08
C -0.08 -0.06 0.04
N 0.09 -0.19 -0.29
H -0.02 -0.05 -0.02
H -0.02 -0.02 0.04
H -0.01 0.00 0.00
H 0.02 -0.03 -0.01
H -0.05 0.09 0.00
H -0.04 0.06 0.01
H 0.02 0.02 0.02
H 0.04 0.07 -0.03
H 0.01 -0.03 0.00
H 0.07 -0.01 0.19
H -0.06 0.14 0.08
C -0.10 -0.02 0.05
C 0.06 -0.13 -0.20
C 0.02 0.10 0.21
O -0.09 0.05 -0.06
C 0.15 0.04 -0.03
N 0.02 0.22 0.02
H 0.03 0.04 -0.01
H 0.04 -0.02 0.00
H 0.01 0.00 -0.01
H 0.00 0.07 0.01
H 0.05 0.00 -0.03
H -0.02 -0.07 -0.05
H -0.02 -0.03 0.01
H -0.09 -0.02 0.00
H 0.00 0.02 0.02
H -0.03 -0.08 0.08
H -0.02 -0.10 -0.02